{"formula": "C38H114O38", "method": "the ωB97M-V functional and the def2-TZVPD basis", "e_homo_ev": -9.69, "e_lumo_ha": 0.0140, "homo_lumo_gap_ev": 10.1, "energy_ev": -119051.1988, "elements": ["C", "C", "O", "O", "H", "H", "H", "H", "H", "H", "C", "C", "O", "O", "H", "H", "H", "H", "H", "H", "C", "C", "O", "O", "H", "H", "H", "H", "H", "H", "C", "C", "O", "O", "H", "H", "H", "H", "H", "H", "C", "C", "O", "O", "H", "H", "H", "H", "H", "H", "C", "C", "O", "O", "H", "H", "H", "H", "H", "H", "C", "C", "O", "O", "H", "H", "H", "H", "H", "H", "C", "C", "O", "O", "H", "H", "H", "H", "H", "H", "C", "C", "O", "O", "H", "H", "H", "H", "H", "H", "C", "C", "O", "O", "H", "H", "H", "H", "H", "H", "C", "C", "O", "O", "H", "H", "H", "H", "H", "H", "C", "C", "O", "O", "H", "H", "H", "H", "H", "H", "C", "C", "O", "O", "H", "H", "H", "H", "H", "H", "C", "C", "O", "O", "H", "H", "H", "H", "H", "H", "C", "C", "O", "O", "H", "H", "H", "H", "H", "H", "C", "C", "O", "O", "H", "H", "H", "H", "H", "H", "C", "C", "O", "O", "H", "H", "H", "H", "H", "H", "C", "C", "O", "O", "H", "H", "H", "H", "H", "H", "C", "C", "O", "O", "H", "H", "H", "H", "H", "H"], "positions_angstrom": [[3.388, 4.060, 1.884], [4.597, 4.249, 2.832], [4.759, 3.117, 3.765], [2.152, 3.742, 2.602], [3.635, 3.197, 1.281], [3.246, 4.935, 1.253], [4.513, 5.232, 3.363], [5.473, 4.219, 2.211], [3.878, 2.692, 3.799], [1.758, 2.930, 2.168], [-1.240, 4.390, -1.839], [-2.595, 4.872, -1.508], [-3.448, 3.710, -1.348], [-0.903, 3.426, -0.838], [-0.482, 5.168, -1.801], [-1.296, 3.980, -2.839], [-3.067, 5.666, -2.160], [-2.685, 5.335, -0.503], [-4.243, 3.821, -0.834], [-1.546, 2.680, -0.758], [-6.265, -4.245, -0.494], [-5.619, -4.162, -1.834], [-5.607, -5.469, -2.526], [-5.379, -4.881, 0.438], [-7.264, -4.693, -0.417], [-6.404, -3.207, -0.114], [-4.589, -3.813, -1.681], [-6.147, -3.373, -2.435], [-6.142, -5.248, -3.294], [-5.267, -5.786, 0.212], [3.235, 1.072, -0.112], [2.447, 1.880, -1.102], [1.112, 1.424, -1.287], [2.545, 1.330, 1.111], [4.287, 1.384, -0.148], [3.119, -0.001, -0.398], [2.877, 1.851, -2.075], [2.429, 2.917, -0.815], [0.570, 2.068, -0.796], [2.781, 0.597, 1.814], [-2.713, -5.753, 1.667], [-2.349, -6.872, 0.694], [-3.496, -7.345, 0.043], [-2.636, -4.455, 1.006], [-1.951, -5.786, 2.413], [-3.706, -5.998, 2.035], [-1.957, -7.635, 1.351], [-1.638, -6.379, 0.021], [-3.305, -7.336, -0.924], [-3.586, -4.207, 0.807], [4.714, 5.063, -2.445], [3.426, 5.801, -2.032], [2.366, 4.901, -1.688], [4.606, 4.533, -3.799], [4.761, 4.208, -1.749], [5.486, 5.786, -2.291], [3.241, 6.543, -2.832], [3.546, 6.406, -1.100], [2.203, 4.283, -2.426], [5.212, 3.774, -3.869], [4.543, -1.275, 4.895], [4.203, -0.934, 3.456], [2.903, -0.467, 3.177], [4.666, -0.158, 5.755], [5.439, -1.948, 4.958], [3.743, -1.977, 5.176], [4.322, -1.783, 2.805], [4.912, -0.135, 3.185], [2.625, 0.262, 3.806], [5.132, -0.395, 6.572], [2.583, -2.976, -4.992], [1.641, -3.800, -5.819], [2.142, -5.096, -5.784], [1.974, -1.659, -4.808], [3.548, -2.830, -5.405], [2.623, -3.468, -4.004], [1.638, -3.334, -6.818], [0.632, -3.723, -5.347], [1.476, -5.733, -5.995], [1.823, -1.606, -3.822], [-4.068, -1.110, -0.209], [-3.475, 0.073, 0.560], [-2.323, 0.784, 0.059], [-4.806, -0.751, -1.387], [-4.780, -1.535, 0.486], [-3.310, -1.928, -0.426], [-3.300, -0.323, 1.554], [-4.246, 0.849, 0.671], [-1.530, 0.198, 0.039], [-4.566, 0.093, -1.831], [-1.050, -1.612, 3.998], [0.174, -2.494, 4.466], [0.846, -2.945, 3.353], [-0.727, -0.464, 3.260], [-1.724, -1.356, 4.851], [-1.693, -2.315, 3.435], [-0.300, -3.340, 4.959], [0.882, -1.989, 5.212], [1.481, -2.207, 3.120], [-0.588, -0.770, 2.372], [-1.434, -4.861, -2.443], [-2.222, -5.743, -3.399], [-3.049, -6.727, -2.757], [-2.125, -3.888, -1.602], [-0.816, -4.239, -3.101], [-0.751, -5.449, -1.865], [-1.519, -6.282, -4.079], [-2.861, -5.065, -3.988], [-3.960, -6.355, -2.736], [-2.245, -4.228, -0.669], [1.603, 8.331, 2.484], [0.693, 7.179, 2.838], [1.290, 6.109, 3.571], [2.739, 8.014, 1.663], [1.794, 8.798, 3.439], [1.103, 9.067, 1.888], [0.249, 6.901, 1.882], [-0.136, 7.581, 3.443], [1.561, 5.381, 3.032], [3.250, 7.329, 2.135], [0.685, 3.261, 5.682], [1.921, 2.405, 5.534], [1.677, 1.459, 4.452], [-0.342, 2.404, 6.041], [0.520, 3.944, 4.839], [0.951, 4.055, 6.414], [2.310, 1.883, 6.409], [2.671, 3.105, 5.248], [0.754, 1.226, 4.481], [-1.177, 2.753, 6.403], [1.043, -2.405, -1.106], [0.892, -1.735, 0.284], [0.062, -0.626, 0.476], [1.889, -1.726, -2.049], [0.049, -2.665, -1.489], [1.594, -3.285, -0.748], [1.943, -1.458, 0.499], [0.559, -2.577, 0.932], [0.498, 0.214, 0.223], [1.514, -0.811, -2.016], [-1.921, 0.126, -3.705], [-2.011, -1.410, -3.623], [-2.678, -1.915, -4.822], [-1.474, 0.516, -4.999], [-1.226, 0.492, -2.981], [-2.908, 0.530, -3.441], [-2.706, -1.674, -2.843], [-1.049, -1.890, -3.516], [-2.229, -1.494, -5.565], [-2.189, 1.042, -5.339], [-6.470, 2.010, -2.301], [-6.690, 2.181, -0.783], [-5.793, 3.209, -0.235], [-5.107, 1.684, -2.602], [-6.753, 2.918, -2.911], [-7.078, 1.161, -2.676], [-6.463, 1.257, -0.218], [-7.725, 2.420, -0.630], [-5.520, 2.996, 0.651], [-4.477, 2.310, -2.252], [-3.037, 3.345, 2.363], [-2.317, 2.734, 3.539], [-2.658, 1.408, 3.974], [-4.430, 3.046, 2.411], [-2.526, 2.902, 1.473], [-2.885, 4.425, 2.342], [-2.583, 3.347, 4.460], [-1.234, 2.811, 3.552], [-1.955, 0.862, 3.537], [-4.467, 2.251, 2.978], [2.746, -6.270, 0.360], [3.552, -5.012, 0.245], [3.223, -3.979, 1.167], [1.373, -6.068, 0.188], [2.985, -6.768, 1.348], [3.104, -6.974, -0.404], [3.456, -4.592, -0.718], [4.588, -5.291, 0.513], [3.022, -4.369, 2.053], [1.082, -5.148, 0.281], [5.674, 0.634, -3.436], [5.011, 0.163, -4.729], [3.639, 0.540, -4.709], [5.408, 1.981, -3.155], [6.770, 0.453, -3.469], [5.321, -0.008, -2.587], [5.124, -0.957, -4.642], [5.499, 0.571, -5.577], [3.047, -0.240, -4.727], [4.460, 2.035, -3.277]], "forces_ev_per_a": [[0.126, -0.766, 0.911], [-1.208, -0.474, 0.930], [-0.983, 1.011, -1.064], [0.581, -0.623, -1.014], [-0.098, 0.058, -0.305], [-0.038, 0.153, -0.056], [0.205, -0.895, -0.072], [0.513, 0.353, -0.271], [0.552, 0.296, 0.026], [0.832, 1.164, 0.593], [-0.197, -0.693, 0.608], [-3.126, 1.356, 1.813], [1.424, -0.300, -1.797], [0.677, -0.809, 0.146], [-0.025, 0.036, 0.022], [0.369, -0.464, -0.358], [0.718, -1.109, -0.041], [0.902, 0.081, -0.369], [-0.693, 0.525, 0.442], [-0.006, 1.003, -0.430], [0.079, 0.609, 1.327], [-0.245, 0.355, -0.706], [-0.246, 1.588, 0.311], [-0.467, 1.577, 0.478], [0.205, -0.209, -0.525], [0.245, -0.551, -0.265], [-0.171, -0.223, -0.246], [0.464, -0.857, 0.236], [0.072, -0.684, -0.252], [0.295, -1.522, -0.477], [-1.327, -0.422, -0.357], [0.057, 0.016, -0.472], [-0.210, -0.142, 0.894], [0.927, -2.146, 1.717], [-0.068, -0.106, 0.330], [0.497, 0.566, 0.263], [0.704, -0.182, -0.877], [0.057, 0.377, 0.375], [-0.371, -0.008, -0.580], [-0.575, 1.516, -1.407], [0.178, 0.006, -1.605], [-0.434, 1.352, 0.837], [-0.169, -0.032, -1.371], [-1.749, -0.177, 0.468], [0.312, 0.373, 0.920], [-0.057, 0.483, 0.395], [0.665, -0.641, -0.330], [0.267, -0.865, -0.054], [-0.192, -0.021, 0.608], [1.083, -0.447, 0.271], [-1.831, -0.974, 0.184], [0.415, 0.142, 0.142], [-0.108, 0.189, -0.976], [0.082, 0.744, 1.086], [0.607, 0.293, -0.084], [1.061, 0.139, -0.261], [-0.681, -0.458, 0.121], [0.357, -0.543, -0.679], [0.205, 0.566, 0.244], [-0.147, 0.339, 0.134], [-0.227, -2.016, 0.265], [1.433, 1.476, 0.094], [-0.853, 0.264, 0.740], [-0.127, 0.089, -0.207], [-0.326, 0.858, -0.470], [-0.266, 0.295, 0.639], [0.401, -0.472, -0.035], [0.077, -0.214, -0.340], [0.003, -0.502, -0.302], [-0.271, -0.059, -0.525], [-1.791, 0.879, 1.695], [-0.478, 1.052, 0.035], [0.846, -0.555, -0.048], [0.381, -0.503, 1.161], [0.958, -0.191, -0.524], [0.453, 0.198, -0.323], [-0.378, -0.479, -0.026], [0.573, -0.003, -0.475], [-0.590, -0.434, -0.287], [-0.011, -0.185, -1.191], [0.799, 0.523, -1.183], [0.091, 0.265, -0.121], [-0.034, -0.797, -0.286], [0.193, -0.527, 0.266], [-0.357, -0.237, 0.206], [-0.539, 1.010, 0.059], [0.417, 0.064, 0.460], [0.126, -0.193, -0.121], [-0.860, 0.035, 0.122], [0.046, -0.314, 0.575], [-0.529, -1.453, 1.689], [-1.228, 1.720, 1.255], [2.090, 0.822, -1.253], [0.026, 0.173, 0.738], [0.834, 0.251, -0.298], [0.385, 0.309, -0.327], [0.146, -0.213, 0.201], [-1.046, -0.390, -0.933], [-0.763, -1.058, 0.085], [0.434, 0.226, -1.236], [0.036, 1.257, -0.078], [-0.702, 0.170, 0.214], [-0.360, 0.505, -0.019], [-0.016, -1.384, -0.119], [0.128, -0.032, -0.047], [0.390, -0.515, 0.616], [-0.375, 0.481, 0.532], [0.176, -0.296, -0.096], [0.503, -0.208, 0.014], [0.270, 0.055, -1.009], [0.492, -0.168, 0.207], [-0.579, -0.273, -0.622], [-0.403, 1.963, 0.580], [-0.036, -0.686, 1.133], [1.126, 0.415, 0.275], [-0.783, 0.306, -0.228], [-0.126, -0.894, -0.017], [0.305, -0.083, -0.053], [0.096, -1.016, -0.900], [-0.251, 0.415, -0.245], [1.153, 1.617, 1.348], [-0.783, -0.029, -1.067], [1.138, 0.585, 0.489], [-1.368, -0.863, 0.383], [-0.258, -0.872, -0.636], [-0.324, -0.643, 0.492], [-0.617, -0.039, 0.173], [0.855, 0.264, -0.575], [-0.753, -0.373, 0.078], [0.881, 0.305, -0.508], [-0.289, -0.214, 1.305], [1.549, -0.809, -0.752], [-0.780, 0.508, -0.076], [-1.287, 1.316, 0.694], [0.231, -0.044, -0.324], [-0.164, -0.143, -0.800], [-0.449, -0.217, 0.624], [0.144, 0.848, -0.097], [0.328, -0.520, -0.049], [0.643, -0.478, -0.274], [-0.336, -1.094, 0.081], [-1.323, 0.515, -1.485], [0.577, 0.208, 0.678], [-0.074, -0.060, 0.298], [0.613, 0.275, 0.682], [0.156, 0.076, -0.392], [0.218, -0.216, 0.586], [0.400, -0.113, 0.146], [0.024, 0.040, 0.035], [-0.225, 0.386, -0.589], [0.686, 0.382, -0.024], [1.416, -0.027, 0.155], [-1.282, -0.182, -1.560], [-0.664, -0.968, -0.484], [0.096, -0.667, 0.900], [0.307, 0.463, 0.350], [-0.168, 0.142, -0.669], [-0.557, 0.447, 0.293], [0.132, -0.335, 0.988], [0.237, 0.974, 0.378], [1.078, -1.285, -1.061], [-0.340, 1.318, 3.775], [0.533, 0.080, -1.840], [0.203, -0.451, 0.271], [-0.856, 0.413, 0.081], [-0.056, -0.047, 0.106], [0.074, -0.323, -0.957], [0.213, 0.205, -0.811], [-0.864, -0.211, 0.568], [-0.221, 0.260, -0.318], [0.321, -0.267, 0.785], [1.289, -0.565, 1.888], [-1.029, -0.166, 1.039], [-0.916, -0.239, -0.205], [-0.481, 0.482, -0.650], [-0.149, 0.151, 0.035], [0.159, 0.506, -1.168], [-0.080, -0.021, -0.865], [0.192, 0.386, -1.037], [0.573, -0.220, 0.230], [0.616, -1.226, 0.507], [-0.665, -1.599, 2.029], [0.291, 0.209, 0.112], [0.383, 0.197, 0.063], [-0.541, 0.404, -0.160], [-0.007, 0.411, -0.549], [-0.092, 0.908, -0.739], [0.426, 0.290, -0.983], [0.235, 0.033, -0.251], [-0.618, 0.269, -0.130]]}